Formula: C40H41N4PRb
Source: the Open Molecules 2025 dataset
Level of theory: ωB97M-V/def2-TZVPD

Geometry as ORCA input:
```
! RIJCOSX wB97M-V def2-TZVPD def2/J DEFGRID3
* xyz -1 1
Rb 1.03 0.32 -0.09
C 4.30 -1.77 -0.07
N 3.80 -0.76 0.87
C 4.65 0.43 0.83
C 4.13 1.59 1.66
C 4.98 2.15 2.62
C 4.38 3.02 3.57
C 3.12 3.47 3.38
C 2.48 3.23 2.03
N 2.88 1.96 1.44
C 3.69 -1.33 2.20
C 2.68 -0.65 3.09
C 3.06 0.02 4.24
C 2.10 0.65 5.01
C 0.77 0.55 4.62
C 0.48 -0.18 3.48
N 1.40 -0.76 2.72
C 3.23 -2.75 -0.45
C 3.24 -4.08 -0.04
C 2.19 -4.91 -0.41
C 1.16 -4.39 -1.17
C 1.23 -3.05 -1.54
N 2.24 -2.25 -1.19
H 5.18 -2.30 0.34
H 4.61 -1.26 -0.98
H 4.70 0.76 -0.21
H 5.67 0.19 1.16
H 5.98 1.76 2.76
H 4.91 3.25 4.50
H 2.60 4.04 4.14
H 1.39 3.22 2.15
H 4.67 -1.33 2.71
H 3.37 -2.37 2.10
H 4.11 0.11 4.48
H 2.38 1.22 5.88
H -0.02 1.02 5.19
H -0.55 -0.29 3.16
H 4.07 -4.45 0.56
H 2.18 -5.95 -0.10
H 0.32 -4.99 -1.48
H 0.45 -2.59 -2.14
C -5.35 0.40 -1.81
C -5.08 -0.43 -0.59
C -6.15 -0.83 0.21
C -5.96 -1.61 1.34
C -4.68 -2.01 1.69
C -3.61 -1.61 0.91
C -3.78 -0.83 -0.23
P -2.21 -0.40 -1.11
C -2.37 1.44 -1.26
C -2.11 2.06 -0.03
C -2.09 3.44 0.13
C -2.31 4.24 -0.98
C -2.55 3.65 -2.21
C -2.60 2.26 -2.38
C -2.91 1.75 -3.76
C -2.26 -1.27 -2.67
C -3.24 -2.23 -2.95
C -3.10 -3.15 -3.97
C -1.91 -3.13 -4.72
C -0.93 -2.21 -4.48
C -1.06 -1.18 -3.48
C -0.09 -0.21 -3.29
H -6.40 0.36 -2.08
H -4.76 0.05 -2.66
H -5.08 1.45 -1.64
H -7.15 -0.53 -0.07
H -6.81 -1.91 1.94
H -4.51 -2.62 2.57
H -2.60 -1.92 1.17
H -1.92 1.44 0.84
H -1.89 3.87 1.10
H -2.27 5.32 -0.90
H -2.71 4.27 -3.08
H -3.98 1.89 -3.97
H -2.68 0.70 -3.89
H -2.35 2.32 -4.50
H -4.12 -2.28 -2.32
H -3.87 -3.89 -4.16
H -1.75 -3.87 -5.50
H -0.03 -2.21 -5.08
H -0.29 0.70 -2.75
H 0.80 -0.21 -3.91
C 2.81 4.38 1.06
H 2.33 4.21 0.09
H 2.47 5.34 1.46
H 3.89 4.43 0.91
*
```

HOMO-LUMO gap in eV: 5.16
HOMO level in eV: -2.991
Electronic energy in eV: -58050.6613
Relative energy (zero: lowest compared OMol25 entry of this formula, charge and spin) in eV: 0.000



Formula: C40H41N6O4PSc
Source: the Open Molecules 2025 dataset
Level of theory: ωB97M-V/def2-TZVPD

Geometry as ORCA input:
```
! RIJCOSX wB97M-V def2-TZVPD def2/J DEFGRID3
* xyz 1 1
Sc 0.09 -0.28 0.15
C 0.22 2.64 -1.81
N -0.02 1.19 -2.08
C 0.94 0.75 -3.11
C 1.06 -0.74 -3.26
C 2.31 -1.29 -3.49
C 2.41 -2.65 -3.71
C 1.25 -3.41 -3.72
C 0.04 -2.77 -3.50
N -0.06 -1.46 -3.28
C -1.40 1.06 -2.60
C -2.41 1.38 -1.52
C -3.62 1.99 -1.83
C -4.47 2.36 -0.80
C -4.06 2.14 0.51
C -2.85 1.51 0.72
N -2.04 1.11 -0.27
C 0.78 2.98 -0.46
C 1.63 4.07 -0.32
C 2.02 4.45 0.95
C 1.54 3.75 2.04
C 0.71 2.67 1.81
N 0.34 2.27 0.58
H 0.86 3.07 -2.58
H -0.74 3.17 -1.89
H 0.68 1.20 -4.08
H 1.92 1.15 -2.85
H 3.20 -0.67 -3.48
H 3.38 -3.12 -3.87
H 1.28 -4.48 -3.88
H -0.89 -3.32 -3.51
H -1.56 1.74 -3.44
H -1.54 0.04 -2.98
H -3.88 2.17 -2.86
H -5.41 2.83 -1.02
H -4.66 2.46 1.34
H -2.49 1.33 1.72
H 1.97 4.61 -1.19
H 2.70 5.29 1.09
H 1.81 4.01 3.05
H 0.33 2.08 2.63
N -1.59 -1.61 -0.78
C -1.75 -3.04 -0.69
C -3.01 -3.56 -0.95
C -3.25 -4.92 -0.96
C -2.18 -5.77 -0.76
C -0.92 -5.26 -0.51
C -0.66 -3.88 -0.42
C 0.73 -3.41 -0.12
C 1.59 -4.35 0.48
C 2.95 -4.13 0.58
C 3.48 -2.97 0.03
C 2.62 -2.01 -0.46
C 1.22 -2.13 -0.49
H -1.21 -1.44 -1.72
H -2.52 -1.20 -0.76
H -3.83 -2.87 -1.15
H -4.24 -5.30 -1.17
H -2.32 -6.84 -0.81
H -0.10 -5.95 -0.40
H 1.18 -5.26 0.89
H 3.58 -4.87 1.06
H 4.55 -2.80 0.04
H 3.08 -1.10 -0.82
C -2.74 -0.62 3.34
P -1.07 -0.97 2.65
C -1.05 -2.79 2.77
C -0.05 -0.54 4.10
H -2.93 -1.29 4.17
H -3.52 -0.75 2.59
H -2.79 0.41 3.70
H -1.40 -3.10 3.75
H -0.03 -3.15 2.61
H -1.69 -3.24 2.01
H -0.39 -1.12 4.96
H -0.14 0.52 4.33
H 1.00 -0.75 3.89
O 2.93 0.10 3.11
C 2.72 0.34 1.94
O 1.61 0.05 1.32
C 3.77 1.06 1.13
C 3.61 1.31 -0.23
C 4.60 1.96 -0.95
C 5.74 2.35 -0.28
C 5.93 2.12 1.07
C 4.93 1.47 1.77
N 6.81 3.03 -1.05
O 6.59 3.28 -2.22
O 7.84 3.29 -0.47
H 2.71 0.99 -0.73
H 4.50 2.18 -2.00
H 6.84 2.45 1.55
H 5.03 1.27 2.83
*
```

HOMO-LUMO gap in eV: 7.72
HOMO level in eV: -10.308
Electronic energy in eV: -89261.7867
Relative energy (zero: lowest compared OMol25 entry of this formula, charge and spin) in eV: 2.058



Formula: C40H42AlINO14S
Source: the Open Molecules 2025 dataset
Level of theory: ωB97M-V/def2-TZVPD

Geometry as ORCA input:
```
! RIJCOSX wB97M-V def2-TZVPD def2/J DEFGRID3
* xyz -1 1
C 4.15 -0.62 -1.08
C 4.52 0.67 -1.96
O 4.62 0.63 -3.20
N 4.77 1.89 -1.17
C 4.73 3.11 -2.03
C 3.30 3.45 -2.64
C 2.11 3.44 -1.54
C 0.78 3.91 -2.36
Al -0.51 5.05 -1.26
I 0.51 5.97 0.98
C -2.12 3.90 -0.74
C -3.12 3.57 -1.95
C -3.22 1.95 -2.05
C -4.63 1.57 -2.75
S -5.17 -0.11 -2.17
O -6.60 -0.42 -2.50
O -4.31 -1.14 -2.87
O -4.92 -0.28 -0.51
H 3.14 -0.42 -0.60
H 4.91 -0.62 -0.21
H 4.20 -1.58 -1.67
H 5.71 1.83 -0.72
H 5.46 3.04 -2.92
H 5.05 4.00 -1.40
H 3.34 4.54 -3.02
H 3.01 2.76 -3.50
H 2.34 4.15 -0.69
H 1.93 2.36 -1.20
H 0.32 2.98 -2.84
H 1.19 4.59 -3.20
H -0.93 6.30 -2.19
H -1.70 2.95 -0.26
H -2.72 4.50 0.03
H -4.17 3.92 -1.65
H -2.84 4.05 -2.94
H -3.16 1.53 -0.99
H -2.32 1.59 -2.65
H -5.38 2.37 -2.47
H -4.46 1.54 -3.87
H -4.09 -0.80 -0.41
C -3.16 -2.88 3.43
C -2.67 -2.08 2.49
C -2.16 -2.63 1.21
O -1.71 -1.91 0.34
C -2.23 -4.10 1.02
C -2.73 -4.90 1.97
C -3.23 -4.35 3.25
O -3.69 -5.07 4.11
H -3.53 -2.50 4.37
H -2.61 -1.01 2.61
H -1.86 -4.48 0.08
H -2.79 -5.97 1.85
C -3.20 -8.23 5.80
C -2.71 -7.92 4.60
C -2.15 -8.95 3.72
O -1.70 -8.67 2.62
C -2.14 -10.35 4.21
C -2.63 -10.66 5.41
C -3.20 -9.63 6.30
O -3.65 -9.91 7.39
H -3.62 -7.49 6.47
H -2.71 -6.90 4.23
H -1.73 -11.09 3.54
H -2.64 -11.68 5.78
C 4.24 8.90 -3.62
C 4.75 9.69 -4.57
C 5.27 9.13 -5.84
O 5.74 9.85 -6.70
C 5.21 7.66 -6.01
C 4.70 6.87 -5.07
C 4.18 7.43 -3.80
O 3.71 6.71 -2.94
H 3.86 9.29 -2.69
H 4.81 10.76 -4.46
H 5.59 7.27 -6.95
H 4.64 5.80 -5.18
C -6.87 -1.73 1.08
C -7.71 -2.28 0.20
C -8.68 -3.31 0.63
O -9.46 -3.82 -0.17
C -8.68 -3.71 2.05
C -7.84 -3.16 2.92
C -6.87 -2.13 2.50
O -6.09 -1.62 3.29
H -6.15 -0.97 0.79
H -7.73 -2.00 -0.84
H -9.40 -4.46 2.34
H -7.82 -3.44 3.97
C 7.20 -1.07 2.87
C 6.85 0.10 2.33
C 7.74 0.80 1.38
O 7.42 1.87 0.89
C 9.02 0.15 1.04
C 9.37 -1.02 1.58
C 8.49 -1.72 2.53
O 8.80 -2.78 3.02
H 6.57 -1.60 3.57
H 5.91 0.59 2.57
H 9.66 0.68 0.34
H 10.31 -1.50 1.34
*
```

HOMO-LUMO gap in eV: 4.63
HOMO level in eV: -5.131
Electronic energy in eV: -97844.2848



Formula: C40H42AsLiN3O2P2STe
Source: the Open Molecules 2025 dataset
Level of theory: ωB97M-V/def2-TZVPD

Geometry as ORCA input:
```
! RIJCOSX wB97M-V def2-TZVPD def2/J DEFGRID3
* xyz -1 1
Li -0.12 1.12 0.72
Te 2.51 -1.43 -3.40
C 4.47 -0.81 -2.91
C 5.08 -1.10 -1.69
C 6.38 -0.67 -1.47
N 7.11 0.01 -2.36
C 6.52 0.28 -3.52
C 5.23 -0.10 -3.84
C 1.39 -0.83 -1.74
P 0.74 -1.95 -0.55
C 0.14 -3.46 -1.44
C -1.24 -3.62 -1.54
C -1.80 -4.66 -2.26
C -0.98 -5.58 -2.90
C 0.40 -5.44 -2.81
C 0.96 -4.39 -2.10
C 2.15 -2.59 0.44
C 2.97 -1.62 1.03
C 3.95 -1.96 1.95
C 4.13 -3.29 2.32
C 3.32 -4.26 1.75
C 2.34 -3.92 0.83
P 0.47 0.67 -1.83
C -0.45 0.62 -3.43
C -1.71 0.03 -3.39
C -2.45 -0.16 -4.55
C -1.94 0.25 -5.77
C -0.69 0.84 -5.82
C 0.05 1.02 -4.66
C 1.68 2.01 -2.12
C 1.29 3.25 -2.63
C 2.19 4.30 -2.72
C 3.50 4.13 -2.30
C 3.90 2.91 -1.78
C 2.99 1.86 -1.68
H 4.56 -1.66 -0.93
H 6.86 -0.88 -0.52
H 7.12 0.84 -4.24
H 4.80 0.19 -4.79
H -1.88 -2.90 -1.04
H -2.88 -4.76 -2.32
H -1.41 -6.40 -3.46
H 1.04 -6.15 -3.31
H 2.03 -4.29 -2.05
H 2.83 -0.58 0.76
H 4.56 -1.18 2.39
H 4.90 -3.56 3.03
H 3.46 -5.30 2.03
H 1.70 -4.70 0.43
H -2.11 -0.30 -2.43
H -3.43 -0.63 -4.49
H -2.51 0.10 -6.68
H -0.27 1.16 -6.77
H 1.04 1.47 -4.72
H 0.26 3.40 -2.95
H 1.87 5.25 -3.12
H 4.21 4.95 -2.38
H 4.92 2.77 -1.43
H 3.30 0.92 -1.26
O -3.62 2.18 2.08
C -2.84 2.07 1.14
O -1.57 2.23 1.18
H -3.23 1.80 0.14
C -0.02 -2.55 3.13
As -0.67 -0.74 2.81
C -2.56 -1.19 2.55
C -0.79 -0.20 4.69
H -0.61 -3.02 3.92
H 1.04 -2.53 3.41
H -0.11 -3.13 2.21
H -2.89 -1.89 3.32
H -2.67 -1.66 1.57
H -3.16 -0.28 2.58
H -1.32 -0.95 5.28
H -1.31 0.75 4.77
H 0.22 -0.08 5.10
C -2.00 3.83 4.40
C -0.57 3.43 4.43
C 0.25 3.54 5.53
C 1.59 3.16 5.38
N 2.09 2.72 4.24
C 1.28 2.60 3.16
S 1.88 2.07 1.68
N -0.04 2.95 3.29
C 2.53 3.22 6.54
H -2.35 4.08 5.41
H -2.62 3.04 3.96
H -2.13 4.70 3.75
H -0.14 3.91 6.47
H -0.68 2.80 2.47
H 2.18 3.91 7.31
H 3.52 3.51 6.20
H 2.62 2.22 6.98
*
```

HOMO-LUMO gap in eV: 6.92
HOMO level in eV: -4.639
Electronic energy in eV: -148481.0212
Relative energy (zero: lowest compared OMol25 entry of this formula, charge and spin) in eV: 0.000



Formula: C40H42F5I2N2O2S2SbSr
Source: the Open Molecules 2025 dataset
Level of theory: ωB97M-V/def2-TZVPD

Geometry as ORCA input:
```
! RIJCOSX wB97M-V def2-TZVPD def2/J DEFGRID3
* xyz 0 1
Sr 0.13 -0.06 -0.49
I -4.21 -1.51 -7.13
C -3.45 -0.94 -5.29
C -3.54 0.38 -4.88
C -3.01 0.76 -3.66
I -3.12 2.74 -3.06
C -2.36 -0.15 -2.80
O -1.80 0.22 -1.69
C -2.28 -1.50 -3.25
C -1.59 -2.54 -2.41
N -0.18 -2.25 -2.06
C 0.72 -2.08 -3.21
C 0.56 -0.75 -3.90
C 0.17 -0.65 -5.22
C -0.01 0.60 -5.79
C 0.21 1.72 -5.00
C 0.62 1.53 -3.69
N 0.81 0.33 -3.15
C -2.82 -1.87 -4.46
H -4.03 1.11 -5.51
H -1.65 -3.49 -2.96
H -2.12 -2.68 -1.46
H 0.16 -3.05 -1.54
H 0.64 -2.91 -3.92
H 1.74 -2.11 -2.81
H -0.04 -1.55 -5.79
H -0.35 0.70 -6.81
H 0.06 2.72 -5.38
H 0.80 2.39 -3.05
H -2.74 -2.91 -4.78
F -4.24 -3.60 4.09
C -3.20 -2.83 3.73
C -3.03 -2.46 2.41
F -3.89 -2.87 1.48
C -1.94 -1.67 2.07
F -1.82 -1.35 0.76
C -1.00 -1.21 2.99
S 0.36 -0.21 2.53
C -1.22 -1.61 4.30
F -0.37 -1.23 5.27
C -2.29 -2.40 4.68
F -2.45 -2.75 5.96
C -2.56 5.33 -0.08
C -1.24 5.16 0.65
C -0.11 5.83 -0.12
Sb -0.70 3.10 1.02
C -2.39 2.42 2.17
C -3.51 1.90 1.26
C -2.91 3.43 3.18
C 0.66 3.43 2.68
C 2.10 3.19 2.23
C 0.54 4.76 3.41
H -2.79 6.39 -0.21
H -3.40 4.87 0.44
H -2.52 4.88 -1.08
H -1.32 5.61 1.64
H -0.01 5.41 -1.13
H 0.87 5.73 0.37
H -0.30 6.90 -0.24
H -1.95 1.58 2.70
H -3.96 2.70 0.67
H -4.31 1.46 1.87
H -3.16 1.15 0.56
H -3.29 4.34 2.70
H -2.15 3.73 3.90
H -3.74 3.00 3.75
H 0.38 2.62 3.36
H 2.43 3.93 1.49
H 2.22 2.20 1.78
H 2.79 3.25 3.07
H 0.85 5.60 2.78
H 1.20 4.76 4.28
H -0.47 4.97 3.76
O 2.25 -1.31 -0.29
S 2.14 -2.47 0.68
C 3.39 -2.23 1.91
C 3.10 -2.68 3.19
C 4.05 -2.50 4.18
C 5.25 -1.87 3.89
C 5.51 -1.40 2.60
C 4.57 -1.58 1.60
C 2.80 -3.85 -0.24
C 3.66 -3.60 -1.31
C 4.16 -4.67 -2.04
C 3.80 -5.97 -1.69
C 2.94 -6.20 -0.63
C 2.43 -5.14 0.10
H 2.13 -3.12 3.40
H 3.84 -2.84 5.19
H 5.98 -1.72 4.67
H 6.44 -0.89 2.39
H 4.74 -1.21 0.60
H 3.90 -2.57 -1.56
H 4.82 -4.49 -2.87
H 4.19 -6.80 -2.26
H 2.66 -7.22 -0.37
H 1.75 -5.31 0.93
*
```

HOMO-LUMO gap in eV: 7.17
HOMO level in eV: -7.272
Electronic energy in eV: -108071.5623
Relative energy (zero: lowest compared OMol25 entry of this formula, charge and spin) in eV: 0.000



> The highest HOMO-LUMO gap belongs to which entry?

C40H41N6O4PSc